Record 1
18
Properties=species:S:1:pos:R:3:nbo_charge:R:1 method="wB97M-V/def2-TZVPD" energy_ev=-6411.94169 e_above_lowest_kcal_mol=115.28 lumo_ev="0.449 / 0.381" max_force_ev_per_a=1.5 gap_ha="0.28097 / 0.28481" homo_energy_ha="-0.26448 / -0.27081" spin_multiplicity=1 charge=0
C -1.79774 0.53623 1.21258 -0.6422
C -1.21445 -0.63830 0.46500 -0.2272
C 0.11459 -1.06355 0.72248 -0.4597
C 1.09930 -0.42147 -0.62390 -0.2841
C 2.26522 0.30951 -0.42880 -0.3338
C 0.16534 0.60431 -1.19374 -0.5406
H -1.22276 1.46254 1.04973 0.2068
H -1.78373 0.33169 2.28963 0.2148
H -2.83171 0.74564 0.91832 0.2164
H -1.91090 -1.35960 0.04594 0.2119
H -0.90523 0.10534 -0.83672 0.2104
H 0.29605 -2.13130 0.63018 0.2220
H 0.57892 -0.64296 1.61535 0.2104
H 1.22717 -1.29414 -1.26957 0.2122
H 2.23244 1.22182 0.16290 0.1749
H 3.23995 -0.00302 -0.79308 0.1872
H 0.29931 0.77006 -2.26084 0.2169
H 0.17326 1.55635 -0.65410 0.2036


Record 2
18
Properties=species:S:1:pos:R:3:nbo_charge:R:1 method="wB97M-V/def2-TZVPD" energy_ev=-6415.76814 e_above_lowest_kcal_mol=27.04 lumo_ev=1.259 max_force_ev_per_a=1.0 gap_ha=0.41314 homo_energy_ha=-0.36688 smiles=CC(C)C1CC1 spin_multiplicity=1 charge=0
C -1.60154 0.87368 0.69049 -0.6012
C -0.64068 0.04718 -0.16019 -0.2155
C -1.22082 -1.36657 -0.36264 -0.6020
C 0.77151 0.11360 0.41903 -0.2318
C 1.86922 -0.50059 -0.39892 -0.4213
C 1.85527 0.97994 -0.18066 -0.4135
H -1.19315 1.87158 0.87824 0.2096
H -2.57589 0.97966 0.20108 0.2073
H -1.76613 0.38377 1.65983 0.2010
H -0.57414 0.49715 -1.16165 0.1907
H -0.59196 -1.99793 -1.00085 0.2085
H -1.37650 -1.89780 0.58491 0.2024
H -2.20259 -1.29293 -0.85188 0.2061
H 0.85182 0.22772 1.49459 0.2158
H 2.65664 -1.12275 0.01684 0.2173
H 1.53974 -0.81006 -1.38828 0.2097
H 1.61073 1.67269 -0.97943 0.2078
H 2.58846 1.34165 0.53948 0.2091


Record 3
18
Properties=species:S:1:pos:R:3:nbo_charge:R:1 method="wB97M-V/def2-TZVPD" energy_ev=-6415.88203 e_above_lowest_kcal_mol=24.41 lumo_ev=1.149 max_force_ev_per_a=0.2 gap_ha=0.39824 homo_energy_ha=-0.35602 smiles=C[C@H]1[C@@H](C)[C@H]1C spin_multiplicity=1 charge=0
C 1.88171 -0.46840 -0.07067 -0.6124
C 0.94061 0.67004 0.26212 -0.2180
C -0.30899 0.94545 -0.53940 -0.2266
C -0.78911 -0.03739 -1.58749 -0.6154
C -0.42075 0.58946 0.92198 -0.2209
C -1.17361 -0.64948 1.35742 -0.6134
H 2.47802 -0.19426 -0.95088 0.2109
H 1.37239 -1.40828 -0.30249 0.2042
H 2.57972 -0.66252 0.75121 0.2125
H 1.48706 1.56766 0.55067 0.2084
H -0.49877 1.98623 -0.79731 0.2068
H -1.88428 -0.05568 -1.63547 0.2101
H -0.45794 -1.05950 -1.38074 0.2046
H -0.41157 0.23033 -2.58017 0.2131
H -0.61911 1.43469 1.58050 0.2078
H -0.91636 -1.54378 0.78188 0.2058
H -2.24903 -0.47336 1.22147 0.2099
H -1.00999 -0.87122 2.41736 0.2127


Record 4
18
Properties=species:S:1:pos:R:3:nbo_charge:R:1 method="wB97M-V/def2-TZVPD" energy_ev=-6415.85627 e_above_lowest_kcal_mol=25.01 lumo_ev=1.309 max_force_ev_per_a=0.2 gap_ha=0.41875 homo_energy_ha=-0.37066 smiles=CCCC1CC1 spin_multiplicity=1 charge=0
C -2.18966 0.28889 0.38677 -0.6100
C -1.34214 -0.96768 0.57167 -0.3866
C 0.16549 -0.70717 0.63812 -0.3944
C 0.71863 -0.02988 -0.60676 -0.2334
C 2.20273 0.05081 -0.81946 -0.4188
C 1.42114 1.29852 -0.51920 -0.4169
H -1.96047 0.78958 -0.56057 0.2041
H -2.01410 1.01043 1.19338 0.2011
H -3.25737 0.04322 0.38401 0.2089
H -1.64887 -1.48301 1.49074 0.2007
H -1.54262 -1.66630 -0.25294 0.1929
H 0.67637 -1.66728 0.79094 0.2040
H 0.39181 -0.09249 1.52149 0.1964
H 0.12676 -0.19128 -1.50787 0.2090
H 2.84202 -0.35505 -0.03861 0.2090
H 2.58781 -0.08502 -1.82618 0.2130
H 1.28184 2.02590 -1.31423 0.2126
H 1.54063 1.73780 0.46869 0.2085


Record 5
32
Properties=species:S:1:pos:R:3:lowdin_spin:R:1 method="wB97M-V/def2-TZVPD" energy_ev=-450186.77019 lumo_ev="-12.259 / -13.856" max_force_ev_per_a=4.2 gap_ha="0.14718 / 0.08849" homo_energy_ha="-0.59770 / -0.59770" s2=0.753 spin_multiplicity=2 charge=+3
Ag -2.98718 0.80256 2.98112 0.0000
Ag -3.76572 0.45557 -0.57615 0.0000
Ag -0.50558 -1.63229 1.60299 0.0000
B -1.09886 0.13542 -0.20444 0.0000
F -1.83660 -0.99588 -0.32593 0.0000
F -1.48594 1.04666 -1.09786 0.0000
F -1.36945 0.68925 1.01502 0.0000
F 0.24257 -0.10703 -0.14270 0.0000
Br 0.28743 4.30974 -0.06364 -0.0017
C 1.21337 3.04663 -1.33448 0.0031
C 2.48643 3.79517 -1.79053 0.0527
Br 3.54103 2.69519 -3.12289 0.8493
H 0.60945 2.54883 -2.09314 0.0000
H 1.46722 2.26666 -0.61662 0.0002
H 3.11671 4.11726 -0.96161 0.0062
H 2.11946 4.67548 -2.31825 0.0199
Br 4.91824 2.03238 0.79946 0.0631
C 3.39164 2.27486 2.07181 0.0050
C 2.77554 0.97154 1.95082 0.0001
Br 1.04603 1.22411 2.86841 0.0004
H 2.67126 3.05597 1.82884 0.0006
H 3.64711 2.53726 3.09845 0.0013
H 3.27096 0.14688 2.46327 0.0000
H 2.55459 0.56272 0.96485 -0.0001
Br -4.57821 -4.73609 0.97502 0.0000
C -3.56080 -5.67500 -0.47344 0.0000
C -3.02803 -4.52726 -1.30183 0.0000
Br -1.76835 -5.35767 -2.58457 0.0000
H -4.26623 -6.29146 -1.03061 0.0000
H -2.75828 -6.22558 0.01741 0.0000
H -2.47492 -3.75349 -0.76944 0.0000
H -3.87492 -4.08840 -1.82934 0.0000


Record 6
43
Properties=species:S:1:pos:R:3:lowdin_spin:R:1 method="wB97M-V/def2-TZVPD" energy_ev=-98836.30002 lumo_ev="-12.239 / -13.340" max_force_ev_per_a=10.5 gap_ha="0.14418 / 0.10354" homo_energy_ha="-0.59394 / -0.59379" s2=1.786 spin_multiplicity=2 charge=+2
Al 0.92522 -0.56207 -0.00632 0.0321
N -0.66116 1.39294 -1.35721 0.4634
S -1.81424 2.38160 -1.03437 -0.0385
O -3.20040 2.02130 -1.46642 0.3249
O -1.47810 3.75370 -0.83087 0.1748
F -1.83642 1.97523 0.56611 -0.0032
S -0.50651 2.11522 -2.92786 -0.0142
O 0.00962 3.46682 -3.12530 0.0400
O -1.49920 1.64897 -3.89302 0.0707
F 0.67914 1.10116 -3.23198 -0.0044
N 0.34952 -1.31888 2.65922 -0.4038
S -0.76870 -0.86661 3.86696 0.0172
O -0.32258 -0.10654 5.00589 -0.0397
O -1.93977 -1.72873 4.16543 -0.0869
F -1.42652 0.20831 2.88367 0.0068
S 1.09049 -2.18620 3.68761 0.0442
O 0.48579 -3.49177 4.08343 -0.2773
O 2.04223 -1.44110 4.53583 -0.2678
F 2.05877 -2.66252 2.53594 0.0123
C -0.84959 3.58362 3.11422 0.0026
O 0.47510 3.18870 3.44377 0.0732
C 1.23228 2.46585 2.74514 0.0187
O 0.99135 1.89563 1.67775 0.6210
O 2.45251 2.36276 3.37006 0.1963
C 3.43109 1.39164 3.00579 0.0101
H -0.84959 4.17356 2.19767 0.0006
H -1.11988 4.09320 4.03908 0.0025
H -1.57531 2.77058 3.13416 0.0006
H 4.13499 1.42979 3.83715 0.0057
H 3.89069 1.63250 2.04722 0.0051
H 3.07361 0.36640 2.90995 0.0010
C -0.29992 -1.18673 -5.25202 0.0002
O -0.41075 -2.46910 -4.72450 0.0015
C -0.35154 -2.66669 -3.35108 0.0002
O -0.21414 -1.77792 -2.49784 0.0098
O -0.60551 -3.88742 -2.99981 0.0003
C -1.10267 -4.87279 -3.87117 0.0001
H -0.73593 -1.14252 -6.25004 0.0001
H 0.72766 -0.93501 -5.51433 0.0000
H -0.86405 -0.45555 -4.67303 -0.0001
H -0.55223 -4.93895 -4.80964 0.0001
H -2.13849 -4.84526 -4.20945 0.0000
H -0.92682 -5.87711 -3.48580 0.0000


Record 7
25
Properties=species:S:1:pos:R:3:nbo_charge:R:1 method="wB97M-V/def2-TZVPD" energy_ev=-94616.35093 lumo_ev=2.763 max_force_ev_per_a=2.8 gap_ha=0.26924 homo_energy_ha=-0.16771 spin_multiplicity=1 charge=-1
O 1.89492 3.01531 -0.31644 -1.1850
P 1.43903 1.55176 -0.33958 1.2702
B -0.43416 1.51750 0.16348 -0.2800
C -1.26434 0.12884 -0.15333 -0.6195
C -0.91012 -0.60176 -1.49751 -0.3975
C -0.41596 -2.05935 -1.22970 -0.5180
C 1.10350 -2.22663 -1.34240 0.7984
O 1.83558 -1.55757 -1.96994 -0.5531
O 1.65219 -3.29948 -0.65316 -0.7175
C -0.53098 2.01813 1.72463 -0.7383
C -0.24758 0.98189 2.82044 0.5884
O -0.70970 1.12040 3.87792 -0.5330
Br 0.90856 -0.60359 2.59568 -0.1406
H 2.31538 0.86140 0.54561 -0.1038
H 1.71649 1.07518 -1.65021 -0.0898
H -0.95312 2.38243 -0.50651 0.0036
H -2.33145 0.42573 -0.24138 0.1979
H -1.23586 -0.62068 0.65984 0.1799
H -1.85127 -0.73362 -2.06681 0.1861
H -0.23338 -0.04880 -2.16141 0.2260
H -0.85874 -2.78391 -1.93937 0.2253
H -0.70548 -2.41243 -0.22500 0.2091
H 1.14410 -3.45077 0.15784 0.4787
H -1.52033 2.46647 1.91702 0.2381
H 0.19274 2.85354 1.83028 0.2745


Record 8
29
Properties=species:S:1:pos:R:3:nbo_charge:R:1 method="wB97M-V/def2-TZVPD" energy_ev=-74407.43327 e_above_lowest_kcal_mol=0.00 lumo_ev=0.297 max_force_ev_per_a=0.9 gap_ha=0.34921 homo_energy_ha=-0.33831 spin_multiplicity=1 charge=0
C -2.94547 0.46530 -0.64566 -0.2537
O -2.11080 0.74046 0.46997 -0.5745
C -1.01635 -0.08517 0.75602 -0.0787
I 0.03715 -0.85309 -1.01597 0.0255
B -1.44510 -1.44388 1.48869 1.1205
O -0.72183 -2.02670 2.50068 -0.9048
O -2.60264 -2.04359 1.06835 -0.9000
C -0.04413 0.79221 1.55975 -0.0934
N -0.74458 1.06305 2.81679 -0.8286
C 0.38098 2.06207 0.80120 -0.5213
C 1.68908 2.00279 0.04058 0.1554
N 2.77790 1.48240 0.41421 -0.6067
H -3.86036 1.03359 -0.48871 0.1964
H -2.46823 0.80488 -1.56811 0.1793
H -3.19439 -0.59160 -0.71359 0.2028
H 0.22816 -2.07551 2.35770 0.5010
H -2.55035 -3.00434 1.16110 0.5028
H 0.83856 0.18978 1.78737 0.1938
H -1.51341 1.70014 2.64540 0.3660
H -0.12219 1.48761 3.49236 0.3623
H 0.50201 2.86471 1.53657 0.2333
H -0.42076 2.37821 0.13258 0.2328
H 1.69760 2.50834 -0.92696 0.1681
H 2.68251 1.03958 1.33068 0.3131
C 2.98941 -2.09736 -4.20273 -0.2283
Cl 3.64303 -0.47180 -4.01114 0.0664
Cl 1.22616 -2.03632 -4.07097 0.0550
Cl 3.43836 -2.74190 -5.78324 0.0577
Cl 3.62969 -3.14388 -2.93291 0.0577